Here is a 2-piece molecular cluster, C11H12BCl3N2O overall from the Open Molecules 2025 dataset. Energies are from the ωB97M-V functional and the def2-TZVPD basis.

relative energy (zero: lowest compared OMol25 entry of this formula, charge and spin) = 0.0 kJ/mol
F_max = 2.550 eV/Å
HOMO energy = -8.484 eV
HOMO-LUMO gap = 0.2443 hartree
calculated total energy = -2016.6806 Eh

```
30
Properties=species:S:1:pos:R:3:lowdin_charge:R:1
Cl -3.91 -0.30 2.71 0.500
B -2.71 -1.50 1.98 -1.856
Cl -2.60 -3.10 2.96 0.486
Cl -3.10 -1.84 0.17 0.495
O -1.35 -0.87 2.02 -0.057
C -0.31 -1.44 1.54 -0.031
C 0.97 -0.79 1.63 -0.159
C 2.13 -1.43 1.14 -0.008
C 3.36 -0.80 1.22 -0.062
C 3.47 0.48 1.79 -0.043
C 2.32 1.12 2.28 -0.054
C 1.08 0.50 2.21 0.023
H -0.42 -2.44 1.10 0.139
H 2.01 -2.43 0.71 0.125
H 4.26 -1.30 0.83 0.112
H 4.44 0.97 1.85 0.112
H 2.39 2.11 2.73 0.114
H 0.19 0.99 2.59 0.134
C 0.51 -0.07 -2.93 -0.027
C -0.68 0.69 -2.54 -0.419
N -1.36 0.60 -1.40 0.074
C -2.42 1.47 -1.48 -0.144
C -2.36 2.16 -2.69 -0.101
N -1.26 1.65 -3.34 0.069
H 0.73 -0.76 -2.11 0.071
H 0.33 -0.64 -3.85 0.082
H 1.37 0.59 -3.08 0.080
H -3.15 1.55 -0.69 0.093
H -3.00 2.93 -3.10 0.097
H -0.90 1.91 -4.26 0.154
```